(1)
# C26H76N8O14

A cluster of 10 separate species, C26H76N8O14 in total at a distorted geometry (wB97M-V/def2-TZVPD, the OMol25 dataset).

As for the charge: 0. Its HOMO energy is -8.28 eV. As for the LUMO energy: 0.0 eV. As for the relative energy (zero: lowest compared OMol25 entry of this formula, charge and spin): 12.8 kcal/mol. As for the HOMO-LUMO gap: 8.24 eV. Its SMILES is COC[C@H](C)N.COC[C@H](C)N.COC[C@H](C)N.COC[C@H](C)N.NC(N)=O.NC(N)=O.OCCO.OCCO.OCCO.OCCO. For the largest force on an atom, the calculation gives 0.04617 hartree/bohr.

Positions of all 124 atoms, in Å:
C1 1.4987 2.3024 0.9370
O1 1.4700 0.9019 0.9181
C2 1.9098 0.4102 -0.3426
C3 2.0024 -1.1471 -0.4359
C4 2.3402 -1.5695 -1.8678
N1 0.7155 -1.7668 -0.0908
H1 1.0595 2.6859 1.8551
H2 0.9719 2.7242 0.0694
H3 2.5332 2.6485 0.8123
H4 1.1820 0.8001 -1.0613
H5 2.9030 0.8337 -0.5352
H6 2.7256 -1.4752 0.3126
H7 2.0187 -0.9458 -2.7062
H8 2.0892 -2.6094 -2.0654
H9 3.4287 -1.4674 -1.9666
H10 0.3651 -1.3572 0.7714
H11 0.0304 -1.5321 -0.8015
C5 -1.9589 4.8047 1.0438
O2 -2.2093 4.3760 2.3615
C6 -2.0792 5.4291 3.3353
C7 -3.2199 6.4628 3.3196
C8 -2.6983 7.6659 4.0885
N2 -4.4831 5.8465 3.8436
H12 -0.9106 4.7343 0.7326
H13 -2.2262 5.8081 0.6936
H14 -2.5604 4.1637 0.3960
H15 -2.1574 4.7833 4.2179
H16 -1.0515 5.8031 3.3712
H17 -3.4683 6.7052 2.2859
H18 -2.6428 7.4439 5.1679
H19 -3.4460 8.4425 4.2787
H20 -1.6907 8.0011 3.8596
H21 -4.3354 4.9790 3.3036
H22 -4.2904 5.3557 4.7237
C9 -0.2096 -1.5272 6.9488
O3 0.5848 -0.4896 6.3910
C10 -0.1230 0.3754 5.5387
C11 -0.7694 -0.3140 4.3007
C12 0.1082 -1.2514 3.4796
N3 -1.3816 0.7101 3.4460
H23 0.3450 -1.8842 7.8165
H24 -0.3880 -2.3701 6.2808
H25 -1.1363 -1.0823 7.3238
H26 -0.9775 0.8069 6.0825
H27 0.5651 1.1931 5.3170
H28 -1.5590 -0.9932 4.6360
H29 0.8290 -0.6492 2.9143
H30 -0.4480 -1.8520 2.7646
H31 0.7127 -1.8786 4.1348
H32 -0.6072 1.3280 3.2193
H33 -2.0703 1.2391 3.9691
C13 -1.9465 0.7334 -1.5212
O4 -3.2356 0.4910 -1.0071
C14 -3.3317 0.8257 0.3784
C15 -4.8168 0.8097 0.8035
C16 -5.0586 0.7930 2.3108
N4 -5.5146 -0.3974 0.2181
H34 -1.0893 0.1412 -1.1995
H35 -1.6735 1.7942 -1.5566
H36 -2.1189 0.4812 -2.5748
H37 -2.7844 0.1238 1.0145
H38 -2.9450 1.8289 0.5752
H39 -5.2558 1.6971 0.3348
H40 -4.3316 0.1395 2.7972
H41 -6.0899 0.5370 2.5382
H42 -4.8875 1.7604 2.7984
H43 -4.7841 -0.6740 -0.4356
H44 -6.2527 -0.0788 -0.4000
N5 2.7877 -6.0739 2.5314
C17 2.3458 -4.9280 1.8922
N6 2.9296 -4.6131 0.7205
O5 1.4620 -4.2409 2.3815
H45 2.4211 -6.0534 3.4693
H46 3.5242 -6.7132 2.3085
H47 2.6231 -3.7799 0.2452
H48 3.7309 -5.1233 0.3973
N7 1.3973 -4.9918 -1.9080
C18 0.4461 -4.6077 -2.7949
N8 0.8168 -4.6455 -4.0923
O6 -0.7023 -4.2899 -2.4711
H49 1.1306 -5.2209 -0.9660
H50 2.3487 -5.0772 -2.2116
H51 0.2125 -4.4154 -4.8568
H52 1.7645 -4.9240 -4.2722
O7 -1.4705 -4.2379 2.0336
C19 -1.8551 -3.4862 0.8863
C20 -2.8380 -4.4177 0.1563
O8 -2.1364 -5.4444 -0.5442
H53 -0.5956 -4.0563 2.3977
H54 -2.2790 -2.4913 1.0602
H55 -1.0254 -3.3528 0.1909
H56 -3.3333 -3.7471 -0.5536
H57 -3.4868 -4.9236 0.8634
H58 -1.5539 -4.9903 -1.1902
O9 2.3519 2.6061 -2.0512
C21 1.8073 3.8926 -2.3565
C22 1.6456 4.0802 -3.8603
O10 2.8260 3.8540 -4.5881
H59 3.3072 2.7030 -2.1226
H60 0.8540 4.1368 -1.8799
H61 2.4145 4.6990 -1.9282
H62 1.2883 5.1147 -3.9276
H63 0.8225 3.4371 -4.1789
H64 3.1467 4.7020 -4.9033
O11 3.3855 -2.7942 -4.7870
C23 4.6102 -2.3301 -5.3294
C24 5.4644 -1.6921 -4.2305
O12 6.8233 -1.9157 -4.6224
H65 2.9546 -3.1349 -5.5797
H66 5.1788 -3.1343 -5.7996
H67 4.4052 -1.4878 -6.0019
H68 5.2316 -2.2392 -3.3097
H69 5.2164 -0.6487 -4.0378
H70 7.3731 -1.1917 -4.3112
O13 2.1793 0.7118 -4.4070
C25 0.8165 0.6089 -4.8307
C26 0.6884 -0.5977 -5.7387
O14 0.4332 -1.8375 -5.0673
H71 2.3092 1.5704 -3.9815
H72 0.1477 0.4512 -3.9754
H73 0.4041 1.5138 -5.2822
H74 1.4594 -0.6821 -6.5074
H75 -0.2071 -0.4392 -6.3493
H76 0.8231 -1.7192 -4.1918



(2)
# C26H76O26S7

A cluster of 12 separate species, C26H76O26S7 in total at a distorted geometry (wB97M-V/def2-TZVPD, the OMol25 dataset).

As for the charge: 0. Its HOMO energy is -10.13 eV. As for the LUMO energy: 0.1 eV. As for the relative energy (zero: lowest compared OMol25 entry of this formula, charge and spin): 27.0 kcal/mol. As for the HOMO-LUMO gap: 10.23 eV. Its SMILES is CCOS(C)(=O)=O.CCOS(C)(=O)=O.CCOS(C)(=O)=O.CCOS(C)(=O)=O.CCOS(C)(=O)=O.CCOS(C)(=O)=O.CCOS(C)(=O)=O.CO.CO.CO.CO.CO. For the largest force on an atom, the calculation gives 0.08481 hartree/bohr.

Positions of all 135 atoms, in Å:
C1 12.8302 12.7471 15.8281
C2 13.6344 11.4847 16.1261
O1 14.6692 11.4230 15.1031
S1 15.5433 10.0901 15.0691
C3 16.7778 10.3989 16.2575
O2 14.6800 8.9852 15.4562
O3 16.0910 10.0405 13.7656
H1 11.8957 12.6889 16.3582
H2 12.6183 12.7502 14.7333
H3 13.3072 13.7454 16.1113
H4 14.0792 11.4258 17.0982
H5 12.9706 10.6520 15.8372
H6 16.3652 10.6291 17.2216
H7 17.2432 11.3234 15.9411
H8 17.4778 9.5602 16.3248
C4 14.1650 18.7689 10.3506
C5 13.5313 17.8386 11.3829
O4 14.6000 17.0153 11.8803
S2 14.2381 15.9981 13.0825
C6 14.6512 16.9730 14.4564
O5 12.7980 15.8930 13.2141
O6 15.1536 14.9276 12.9438
H9 14.6773 18.1928 9.5697
H10 14.8958 19.3891 10.8570
H11 13.3776 19.3135 9.7869
H12 13.0267 18.4318 12.2000
H13 12.7070 17.2121 10.9891
H14 14.1645 17.9723 14.3286
H15 15.6734 17.3296 14.5059
H16 14.3287 16.5246 15.4053
C7 9.6380 16.1480 13.0022
C8 10.0758 15.1261 12.0336
O7 10.4827 15.9367 10.8652
S3 10.7641 15.1409 9.5115
C9 12.2670 14.2612 9.8722
O8 9.8007 14.0898 9.3168
O9 11.1245 16.1257 8.5253
H17 8.7771 16.7532 12.6557
H18 10.4616 16.7464 13.3569
H19 9.2431 15.5568 13.8196
H20 10.8945 14.6155 12.4908
H21 9.2242 14.5009 11.7510
H22 13.1508 14.9619 9.9098
H23 12.4039 13.5146 9.1349
H24 12.1168 13.6692 10.7438
C10 18.1334 13.1229 13.4064
C11 19.4645 13.6586 13.6458
O10 19.4402 14.3713 14.9471
S4 18.9255 15.8451 14.9945
C12 20.2391 16.8492 14.3676
O11 17.8048 16.0962 14.1145
O12 18.9119 16.2096 16.3920
H25 17.4061 13.9226 13.1699
H26 17.7063 12.6594 14.2883
H27 18.1890 12.3660 12.6206
H28 20.2520 12.8853 13.8957
H29 19.8760 14.3188 12.9053
H30 20.6538 16.4321 13.4580
H31 20.9911 17.0486 15.1238
H32 19.7236 17.7807 14.1352
C13 8.4803 11.3161 10.4818
C14 9.9338 10.9657 10.7340
O13 10.0698 10.5952 12.1363
S5 11.4319 10.6969 12.9088
C15 12.2918 9.1273 12.6398
O14 12.1623 11.7332 12.2541
O15 11.1192 10.7066 14.2683
H33 7.8298 10.5087 10.7950
H34 8.4240 11.5196 9.4160
H35 8.1562 12.2060 10.9927
H36 10.2336 10.0150 10.2646
H37 10.6017 11.7249 10.5281
H38 12.6682 9.1216 11.6087
H39 11.7297 8.1824 12.7475
H40 13.1723 9.2558 13.1812
C16 19.1987 19.3144 11.6260
C17 18.3020 18.0456 11.2617
O16 19.1279 17.2340 10.3936
S6 18.3706 16.2998 9.3557
C18 17.3895 15.1453 10.4001
O17 17.3645 17.1068 8.6186
O18 19.3638 15.5830 8.6731
H41 18.6970 20.0975 12.2142
H42 19.4345 19.9423 10.7126
H43 20.1782 19.0668 12.0379
H44 18.1518 17.3977 12.1623
H45 17.3271 18.2032 10.7937
H46 17.1518 14.4352 9.6726
H47 16.5115 15.5266 10.8721
H48 18.0863 14.7487 11.1984
C19 18.9664 10.6494 9.6881
C20 19.4685 9.9941 8.3742
O19 20.7294 9.4028 8.6976
S7 21.8402 9.2977 7.5877
C21 21.1489 7.8992 6.6985
O20 21.9535 10.5098 6.8339
O21 23.0139 8.7877 8.2490
H49 19.7731 11.2709 10.0795
H50 18.8192 9.8065 10.4334
H51 18.1238 11.2508 9.8033
H52 18.7794 9.2093 7.9596
H53 19.6714 10.7057 7.5898
H54 21.1151 7.1149 7.4060
H55 21.7718 7.7210 5.8283
H56 20.1236 8.2062 6.4528
C22 15.1679 11.9940 10.5276
O22 14.7049 11.9457 9.1927
H57 15.5468 13.0044 10.7184
H58 14.3471 11.8678 11.2027
H59 16.0350 11.3472 10.7627
H60 15.0837 12.6472 8.6444
C23 12.1235 10.7489 7.0006
O23 12.0002 11.0404 8.3812
H61 12.5143 11.5807 6.3152
H62 12.7469 9.8579 6.9112
H63 11.1657 10.5663 6.6067
H64 12.8251 11.3321 8.6615
C24 13.7339 16.2205 6.8894
O24 15.0786 15.8584 7.2722
H65 13.4360 17.2048 7.2912
H66 13.5651 16.1981 5.8168
H67 13.0846 15.5921 7.4815
H68 15.7186 16.6038 7.3647
C25 15.7868 8.7662 8.1436
O25 16.2812 10.0262 7.7755
H69 16.4982 8.0383 8.5376
H70 14.9670 8.8813 8.8338
H71 15.3547 8.3485 7.2310
H72 16.0470 10.7378 8.3931
C26 17.0865 13.2692 6.6475
O26 16.2180 13.6221 7.8026
H73 18.1815 13.4912 6.8463
H74 17.0219 12.1667 6.4927
H75 16.8012 13.8379 5.7836
H76 15.8522 14.5144 7.5973



(3)
# C26H78CdN6O12

A structure of composition C26H78CdN6O12 at a distorted geometry (wB97M-V/def2-TZVPD, the OMol25 dataset).

As for the charge: 0. Its HOMO energy is -8.61 eV. As for the LUMO energy: -0.7 eV. As for the HOMO-LUMO gap: 7.88 eV. For the largest force on an atom, the calculation gives 0.03975 hartree/bohr.

Positions of all 123 atoms, in Å:
Cd1 -3.5946 -1.6862 0.7641
O1 -2.4564 -1.0862 -0.9338
C1 -1.3002 -0.4222 -0.4473
C2 -1.0881 -0.3831 1.0904
O2 -2.1933 -0.6430 1.9346
H1 -1.2421 0.6232 -0.8069
H2 -0.4683 -0.9613 -0.9295
H3 -0.6097 0.5472 1.4372
H4 -0.2923 -1.1283 1.3125
C3 3.4800 -2.7683 4.1218
C4 2.2721 -1.9342 3.7383
C5 1.2124 -2.7418 3.0019
O3 1.7228 -3.4901 1.9544
C6 1.9879 -2.7077 0.8129
N1 1.7404 -1.2182 4.9353
H5 3.2501 -3.6988 4.6590
H6 4.1699 -2.2156 4.7665
H7 4.0570 -3.0413 3.2344
H8 2.7170 -1.1938 3.0460
H9 0.3706 -2.1014 2.7073
H10 0.7701 -3.4162 3.7490
H11 2.0876 -3.3292 -0.0836
H12 2.9372 -2.1590 0.9178
H13 1.2064 -1.9678 0.5698
H14 0.7993 -0.8008 4.7778
H15 1.5329 -1.9485 5.6293
C7 -3.9475 5.5267 0.6126
C8 -3.2643 4.2905 0.0235
C9 -3.2949 3.1607 1.0208
O4 -2.9315 3.5060 2.3331
C10 -1.5351 3.7253 2.4733
N2 -3.9455 3.8531 -1.1590
H16 -3.9042 6.3693 -0.0738
H17 -3.4096 5.7606 1.5381
H18 -4.9743 5.3299 0.9238
H19 -2.2276 4.6051 -0.1927
H20 -2.6104 2.3679 0.6627
H21 -4.3140 2.7767 1.0609
H22 -1.2242 4.5606 1.8371
H23 -0.9885 2.8181 2.1994
H24 -1.3703 4.0163 3.5048
H25 -3.8871 4.4843 -1.9471
H26 -3.7119 2.9287 -1.5264
C11 3.6982 1.8028 2.5709
C12 4.5930 1.2667 3.6649
C13 5.7366 2.1897 3.9867
O5 6.4300 2.5087 2.8106
C14 7.6946 3.0456 3.0578
N3 3.7770 1.0140 4.9224
H27 4.3060 1.9052 1.6654
H28 3.3008 2.7945 2.7940
H29 2.8630 1.1303 2.3661
H30 5.0055 0.2805 3.3719
H31 6.4045 1.6626 4.6920
H32 5.3399 3.0707 4.5164
H33 7.7492 3.6896 3.9386
H34 7.9808 3.6299 2.1816
H35 8.4299 2.2322 3.1438
H36 3.2595 0.1175 4.7871
H37 4.4048 0.7252 5.6874
C15 0.5868 -2.1766 -5.3433
C16 0.6401 -1.9047 -3.8423
C17 1.7585 -2.5379 -3.1061
O6 1.7292 -3.9256 -3.3318
C18 2.8214 -4.5594 -2.7774
N4 0.7364 -0.4010 -3.6573
H38 -0.3975 -1.9486 -5.7571
H39 0.6858 -3.2563 -5.5372
H40 1.3862 -1.6874 -5.8999
H41 -0.3121 -2.2801 -3.4364
H42 1.7072 -2.3335 -2.0233
H43 2.7365 -2.1631 -3.4482
H44 2.8088 -4.5173 -1.6774
H45 3.7827 -4.1633 -3.1385
H46 2.7961 -5.6081 -3.0763
H47 -0.0176 -0.0423 -4.2679
H48 0.2383 -0.2121 -2.7684
C19 -3.0614 -5.9769 0.3246
C20 -3.2432 -4.4735 0.0818
C21 -4.6746 -4.1895 -0.4011
O7 -5.0033 -2.7895 -0.4288
C22 -6.2776 -2.6102 -1.0189
N5 -2.9751 -3.7213 1.3761
H49 -3.7917 -6.3542 1.0516
H50 -2.0605 -6.2051 0.6856
H51 -3.2228 -6.5804 -0.5772
H52 -2.4971 -4.1759 -0.6582
H53 -5.3562 -4.7800 0.2222
H54 -4.7422 -4.5226 -1.4388
H55 -6.4368 -1.5509 -1.1909
H56 -7.0774 -2.9759 -0.3705
H57 -6.3035 -3.1505 -1.9649
H58 -3.5766 -4.1018 2.1201
H59 -2.0482 -3.9838 1.7266
C23 1.6542 4.0052 -6.3409
C24 1.8463 4.0892 -4.8364
C25 0.7451 3.3424 -4.0996
O8 0.5584 3.8570 -2.8172
C26 -0.1906 3.0071 -2.0182
N6 3.1991 3.5526 -4.5151
H60 2.4084 4.6040 -6.8523
H61 0.6490 4.3206 -6.6200
H62 1.8028 2.9893 -6.7334
H63 1.8814 5.1461 -4.5582
H64 1.0273 2.2632 -4.1563
H65 -0.1996 3.2592 -4.6893
H66 0.1223 1.9586 -2.0913
H67 -1.2400 2.9368 -2.3896
H68 -0.2963 3.4201 -1.0210
H69 3.2758 2.6351 -4.9660
H70 3.2590 3.3198 -3.5214
O9 -3.3450 1.0411 3.8468
H71 -3.3211 1.9813 3.5704
H72 -2.9002 0.5325 3.1373
O10 -4.2478 1.0304 -2.2738
H73 -4.8153 0.3376 -2.6300
H74 -3.4792 0.5421 -1.9003
O11 -1.0652 -0.3276 4.5461
H75 -1.7318 0.3805 4.7715
H76 -1.2086 -0.4705 3.5812
O12 -2.8135 -1.4478 -3.7125
H77 -2.7131 -1.3221 -2.7266
H78 -2.7010 -2.3976 -3.8426